[1]
A cluster of 6 separate species, H12O6 in total in a non-equilibrium geometry, computed with wB97M-V/def2-TZVPD.

Results
Lowest unoccupied orbital energy (eV): 0.049
ΔE to the lowest compared entry with this formula, charge and spin (kJ/mol): 135.0
SMILES: O.O.O.O.O.O
Net charge: 0
Gap between HOMO and LUMO (eV): 11.0706
E_tot (Eh): -458.62107
Spin multiplicity: 1
Maximum force (Eh/bohr): 0.109

Structure (XYZ):
```
18
H12O6 wB97M-V/def2-TZVPD
O 1.72 -21.08 12.74
H 2.61 -21.23 12.45
H 1.48 -20.23 12.42
O 2.80 -20.29 9.62
H 3.45 -20.43 8.91
H 2.21 -21.00 9.51
O 3.33 -23.46 8.81
H 2.95 -23.07 8.07
H 2.64 -23.40 9.44
O -1.41 -23.05 10.51
H -1.68 -22.14 10.51
H -1.63 -23.35 11.39
O -2.05 -24.07 8.00
H -1.16 -24.21 7.55
H -1.86 -23.84 8.84
O 1.19 -22.69 10.30
H 1.42 -22.16 11.10
H 0.26 -22.77 10.38
```

[2]
The molecule C3H4N2O3 in a non-equilibrium geometry, computed with wB97M-V/def2-TZVPD.

Results
Lowest unoccupied orbital energy (eV): 0.100
ΔE to the lowest compared entry with this formula, charge and spin (kJ/mol): 468.2
Net charge: 0
Gap between HOMO and LUMO (eV): 8.6085
E_tot (Eh): -451.80140
Spin multiplicity: 1
Maximum force (Eh/bohr): 0.086

Structure (XYZ):
```
12
C3H4N2O3 wB97M-V/def2-TZVPD
C -1.13 0.89 0.30
C 1.54 -0.30 0.00
C -1.53 -0.40 0.50
N -0.09 1.63 0.16
N 1.07 0.93 -0.25
O 2.63 -0.71 -0.30
O -2.05 -1.09 -0.45
O 0.59 -1.18 0.57
H -1.95 1.55 0.73
H 1.60 1.42 -0.96
H -1.72 -0.89 -1.34
H 1.04 -1.85 1.05
```

[3]
A cluster of 3 separate species, C29H45BF3N2O4P in total in a non-equilibrium geometry, computed with wB97M-V/def2-TZVPD.

Results
Lowest unoccupied orbital energy (eV): 0.407
SMILES: CCCCC[C@@]1(B(O)OC)[C@@H](NCCCC)C(=O)N[C@@]1([C@@H](C)F)P(C)O.Fc1ccccc1.Fc1ccccc1
Net charge: 0
Gap between HOMO and LUMO (eV): 8.5610
E_tot (Eh): -2208.22151
Spin multiplicity: 1
Maximum force (Eh/bohr): 0.088

Structure (XYZ):
```
85
C29H45BF3N2O4P wB97M-V/def2-TZVPD
C 0.31 -4.98 -1.11
C 0.48 -3.37 -1.21
C -1.02 -2.77 -1.17
C -1.20 -1.44 -2.10
C -1.15 -0.19 -1.11
C -0.72 1.22 -1.76
B -1.51 1.20 -3.20
O -2.89 1.64 -3.35
O -0.90 0.67 -4.41
C -1.50 1.27 -5.60
C -1.15 2.40 -0.76
N -2.31 2.32 0.12
C -3.60 2.76 -0.45
C -4.68 1.57 -0.44
C -5.78 1.63 -1.60
C -6.34 0.11 -1.77
C 0.08 2.57 0.30
O 0.08 3.18 1.39
N 1.13 1.80 -0.34
C 0.88 1.40 -1.79
C 1.56 2.61 -2.57
C 1.66 2.46 -4.16
F 1.01 3.92 -2.31
P 1.98 -0.18 -1.85
C 3.79 0.28 -1.44
O 2.05 -0.82 -3.44
H -0.47 -5.14 -0.28
H -0.12 -5.40 -2.08
H 1.28 -5.48 -0.77
H 1.06 -3.04 -2.13
H 0.99 -3.05 -0.23
H -1.70 -3.58 -1.62
H -1.35 -2.58 -0.09
H -0.37 -1.49 -2.87
H -2.23 -1.59 -2.61
H -2.17 -0.16 -0.58
H -0.39 -0.41 -0.27
H -2.93 2.58 -3.62
H -1.59 2.42 -5.47
H -0.81 1.14 -6.51
H -2.51 0.78 -5.76
H -1.32 3.31 -1.41
H -2.37 1.50 0.73
H -3.52 3.30 -1.46
H -4.03 3.57 0.26
H -4.23 0.52 -0.44
H -5.26 1.67 0.56
H -5.39 2.06 -2.58
H -6.69 2.23 -1.24
H -6.85 -0.18 -0.77
H -5.46 -0.62 -1.87
H -7.05 0.00 -2.65
H 2.10 1.97 -0.09
H 2.65 2.66 -2.19
H 2.18 1.51 -4.51
H 0.66 2.65 -4.69
H 2.34 3.32 -4.51
H 3.90 0.85 -0.46
H 4.44 -0.65 -1.40
H 4.16 0.91 -2.33
H 2.47 -1.71 -3.40
F 5.66 0.27 1.04
C 5.44 -0.56 2.07
C 6.09 -1.79 2.10
C 5.86 -2.65 3.17
C 4.99 -2.29 4.19
C 4.34 -1.05 4.14
C 4.57 -0.19 3.08
H 6.76 -2.06 1.30
H 6.37 -3.61 3.21
H 4.81 -2.96 5.02
H 3.65 -0.77 4.94
H 4.08 0.78 3.04
F 2.33 0.14 6.04
C 1.07 -0.27 6.28
C 0.29 0.41 7.19
C -1.01 -0.01 7.43
C -1.51 -1.13 6.76
C -0.71 -1.81 5.85
C 0.59 -1.38 5.60
H 0.70 1.27 7.71
H -1.63 0.52 8.14
H -2.52 -1.46 6.95
H -1.10 -2.68 5.33
H 1.22 -1.89 4.89
```

[4]
A cluster of 2 separate species, C4H9NO in total in a non-equilibrium geometry, computed with wB97M-V/def2-TZVPD.

Results
Lowest unoccupied orbital energy (eV): 1.107
ΔE to the lowest compared entry with this formula, charge and spin (kJ/mol): 396.9
Net charge: 0
Gap between HOMO and LUMO (eV): 9.0724
E_tot (Eh): -287.68126
Spin multiplicity: 1
Maximum force (Eh/bohr): 0.098

Structure (XYZ):
```
15
C4H9NO wB97M-V/def2-TZVPD
C 0.62 0.87 -1.47
C 0.70 0.11 1.25
C -1.86 -0.23 1.01
C -0.45 -0.66 0.60
N 1.13 -0.15 -2.08
O -0.25 -1.60 -0.15
H 1.02 1.91 -1.74
H 1.62 -0.42 1.19
H 0.79 0.83 0.43
H 0.52 0.67 2.15
H -2.11 0.19 0.06
H -2.53 -0.97 1.37
H -1.91 0.48 1.84
H 1.84 -0.07 -2.79
H 0.90 -0.96 -1.69
```

[5]
A structure of composition C2H3Br2N in a non-equilibrium geometry, computed with wB97M-V/def2-TZVPD.

Results
Lowest unoccupied orbital energy (eV): -1.218
ΔE to the lowest compared entry with this formula, charge and spin (kJ/mol): 439.2
Net charge: 0
Gap between HOMO and LUMO (eV): 7.7752
E_tot (Eh): -5280.60171
Spin multiplicity: 1
Maximum force (Eh/bohr): 0.186

Structure (XYZ):
```
8
C2H3Br2N wB97M-V/def2-TZVPD
C -0.84 0.14 0.12
C 0.42 0.34 0.81
N -0.90 -1.30 -1.04
Br -2.32 1.18 0.26
Br 0.20 0.76 2.72
H 0.65 1.28 0.26
H 1.32 -0.32 0.80
H -1.84 -0.97 -1.44
```

[6]
A cluster of 6 separate species, C37H38B3ClF5O6P in total in a non-equilibrium geometry, computed with wB97M-V/def2-TZVPD.

Results
Lowest unoccupied orbital energy (eV): -1.181
SMILES: C=CB1OB(CCOC(=O)CC)OB(P(O)Cl)O1.Fc1ccccc1.Fc1ccccc1.Fc1ccccc1.Fc1ccccc1.Fc1ccccc1
Net charge: 0
Gap between HOMO and LUMO (eV): 7.3014
E_tot (Eh): -3259.57482
Spin multiplicity: 1
Maximum force (Eh/bohr): 0.164

Structure (XYZ):
```
91
C37H38B3ClF5O6P wB97M-V/def2-TZVPD
C -5.05 -0.78 -3.40
C -3.78 -0.54 -2.65
B -2.72 -1.66 -2.10
O -1.82 -1.23 -0.98
B -0.47 -1.22 -1.65
C 0.50 0.10 -1.80
C 0.31 0.93 -3.20
O -1.07 1.29 -3.54
C -1.52 0.75 -4.83
O -1.27 -0.56 -5.10
C -2.36 1.55 -6.00
C -2.56 3.15 -5.75
O 0.02 -2.51 -2.17
B -1.08 -3.38 -2.65
P -0.54 -5.12 -3.35
O 0.07 -4.73 -4.97
Cl -2.18 -6.46 -3.46
O -2.53 -3.03 -2.61
H -5.04 -1.16 -4.53
H -6.06 -0.51 -2.84
H -3.49 0.60 -2.47
H 0.45 0.77 -0.83
H 1.61 -0.32 -1.82
H 0.91 0.36 -4.02
H 0.88 1.97 -3.05
H -1.86 1.39 -7.04
H -3.44 1.06 -6.04
H -3.43 3.50 -6.49
H -1.62 3.81 -6.07
H -2.93 3.45 -4.68
H -0.46 -5.22 -5.66
F 1.98 -0.75 0.61
C 1.26 -0.82 1.74
C 1.91 -0.94 2.96
C 1.17 -1.01 4.14
C -0.23 -0.97 4.08
C -0.88 -0.86 2.85
C -0.13 -0.78 1.68
H 3.00 -0.97 2.99
H 1.67 -1.09 5.10
H -0.81 -1.03 5.00
H -1.96 -0.84 2.80
H -0.62 -0.68 0.71
F -0.78 0.39 7.41
C -0.20 1.58 7.26
C -0.79 2.54 6.45
C -0.18 3.79 6.30
C 1.02 4.06 6.97
C 1.61 3.09 7.78
C 0.99 1.85 7.93
H -1.72 2.31 5.93
H -0.64 4.55 5.67
H 1.49 5.03 6.85
H 2.54 3.30 8.29
H 1.43 1.08 8.57
F 0.65 5.09 3.24
C 1.32 4.53 2.22
C 2.18 5.32 1.46
C 2.88 4.74 0.41
C 2.71 3.39 0.11
C 1.83 2.61 0.87
C 1.14 3.18 1.94
H 2.30 6.37 1.70
H 3.57 5.34 -0.19
H 3.25 2.94 -0.72
H 1.69 1.56 0.64
H 0.46 2.59 2.55
F 3.94 2.14 -3.61
C 5.01 1.56 -3.04
C 6.23 2.22 -3.05
C 7.34 1.61 -2.45
C 7.21 0.36 -1.86
C 5.97 -0.29 -1.85
C 4.87 0.31 -2.44
H 6.32 3.19 -3.53
H 8.30 2.12 -2.45
H 8.07 -0.11 -1.39
H 5.88 -1.27 -1.39
H 3.90 -0.17 -2.44
F -5.99 -4.58 2.97
C -5.32 -5.14 1.95
C -4.45 -4.35 1.19
C -3.75 -4.93 0.13
C -3.93 -6.28 -0.16
C -4.80 -7.06 0.60
C -5.49 -6.49 1.66
H -4.33 -3.30 1.43
H -3.07 -4.33 -0.46
H -3.38 -6.73 -0.99
H -4.94 -8.11 0.36
H -6.17 -7.08 2.27
```